24
Properties=species:S:1:pos:R:3:forces:R:3:mulliken_charge:R:1 method="wB97M-V/def2-TZVPD" de_lowest_ev=1.820 spin_multiplicity=2 energy_ev=-10015.32215
C -1.25778 1.33158 -1.47249 -1.33 0.18 0.23 -1.3508
C -1.05321 0.43601 -0.23455 0.53 0.65 -0.85 -0.4490
C 0.33259 0.62200 0.36613 -0.02 -0.47 0.40 -1.5956
C 1.40717 0.06869 -0.51435 0.00 0.32 -0.33 -0.2515
C 1.99529 -1.11112 -0.40943 0.03 -0.29 -0.23 0.0589
C 3.08773 -1.54301 -1.35014 0.01 0.12 -0.10 -1.2144
N -2.15735 0.64618 0.73246 -0.51 -0.67 0.60 -1.0419
H -1.34067 0.73120 -2.37019 0.65 -0.08 -0.33 0.3612
H -2.25631 1.78864 -1.45303 0.19 0.03 0.25 0.5968
H -0.56217 2.16267 -1.54784 0.27 -0.19 -0.10 0.3759
H -1.09780 -0.57121 -0.60571 -0.30 -0.60 0.30 -0.2146
H 0.38345 0.21651 1.36190 -0.05 -0.80 0.36 0.4765
H 0.52444 1.64694 0.57315 0.06 1.21 -0.19 0.2584
H 1.72272 0.71629 -1.33362 -0.06 -0.08 0.02 0.2834
H 1.71376 -1.79425 0.38427 -0.01 0.01 0.13 0.3868
H 4.04293 -1.22692 -0.92504 0.12 -0.13 -0.18 0.2780
H 2.95960 -1.07505 -2.32749 0.11 0.21 0.10 0.3283
H 3.14054 -2.61197 -1.55579 -0.14 -0.06 0.35 0.3526
H -2.36452 1.65289 0.87214 0.06 0.06 0.25 1.0091
H -2.04194 0.15281 1.67200 0.42 0.49 -0.70 0.4679
H -3.05001 0.19167 0.39620 -0.02 0.19 -0.31 0.9131
H -1.13685 -1.53055 3.05848 0.45 -0.81 -0.08 0.3015
H -1.28322 -0.13000 3.64735 -0.33 -0.23 -0.22 0.4320
O -1.70839 -0.76997 3.03555 -0.12 0.95 0.63 -0.7625


56
Properties=species:S:1:pos:R:3:forces:R:3:mulliken_charge:R:1 method="wB97M-V/def2-TZVPD" de_lowest_ev=5.628 spin_multiplicity=1 smiles="NC(N)=O.NC(N)=O.NC(N)=O.NC(N)=O.CC(C)O.CO.CO" energy_ev=-36100.89894
N 0.90959 -0.52115 0.47538 -4.50 -0.12 3.76 0.5236
C 2.19315 -0.32001 0.62268 3.02 1.79 8.14 0.0784
N 2.72311 -0.17268 -0.52125 4.94 1.41 -3.91 0.0863
O 2.90234 -0.18132 1.79805 -3.71 -1.32 -5.57 -0.8115
H 0.35003 -0.55338 1.38183 0.62 0.13 -1.25 0.1181
H 0.32401 -0.24239 -0.33132 1.31 -0.04 0.66 0.0844
H 3.74089 0.02459 -0.47452 -1.09 0.04 -0.39 0.2744
H 2.18929 0.17488 -1.34696 1.07 -0.33 0.17 -0.1616
N 2.51896 -2.60904 -1.84202 2.90 3.31 0.15 -0.2214
C 1.52400 -3.38124 -1.63766 -0.16 -7.77 -3.95 0.5948
N 0.76727 -2.88938 -0.70206 -6.01 -2.53 2.41 -0.1605
O 1.37238 -4.57814 -2.33735 -0.03 5.78 3.45 -0.7859
H 3.06720 -2.84578 -2.61740 1.06 -0.10 -0.98 0.1525
H 2.64238 -1.66435 -1.31233 0.07 -2.17 -1.38 0.4091
H -0.12038 -3.41023 -0.43910 1.97 0.61 -0.60 0.2240
H 0.94435 -2.09272 -0.11574 0.53 0.25 0.32 0.0795
N -2.84777 0.61594 2.95211 -0.19 5.01 2.87 -0.4795
C -2.15719 -0.33465 2.48562 8.84 0.33 -1.57 0.7860
N -2.77498 -1.35413 2.02668 -1.69 -2.81 -0.76 -0.3792
O -0.79775 -0.20775 2.36646 -6.21 -0.40 1.26 -0.7633
H -2.27361 1.40938 3.30223 -0.99 -0.88 -0.21 0.2787
H -3.83568 0.64670 2.98263 -0.70 -0.05 0.13 0.1723
H -2.29889 -1.90451 1.38101 0.83 -1.21 -0.82 0.1555
H -3.75684 -1.48143 2.09813 -0.59 0.03 0.02 0.1805
N -0.08710 0.92082 -3.66958 -3.21 2.50 -2.61 -0.2162
C 0.64358 0.17918 -2.91853 7.46 -1.34 -1.41 0.2353
N 0.04264 -0.63283 -2.06619 -1.99 -1.97 0.72 -0.3743
O 2.03441 0.15980 -3.06216 -6.59 0.61 0.88 -0.7526
H 0.34864 1.59139 -4.32722 -0.42 -0.89 0.85 0.3186
H -1.14559 0.80209 -3.70053 2.31 0.40 0.09 0.2483
H 0.45075 -1.53706 -1.83982 0.55 0.29 -0.17 -0.1563
H -0.97481 -0.82668 -2.03566 0.87 0.93 -0.63 0.3427
C -1.53774 1.92287 -1.09910 1.05 -1.83 1.70 -1.0137
C -2.07337 2.35635 0.26619 7.13 0.38 -1.77 1.0729
C -1.85356 3.77372 0.43498 2.37 2.86 1.35 -1.5589
O -3.29043 2.10993 0.37170 -10.24 -2.81 1.12 -0.5733
H -1.74577 0.83195 -1.23325 -0.09 0.90 0.14 0.1108
H -0.40603 2.00687 -1.02089 -1.52 0.42 -0.84 0.0254
H -2.10320 2.46852 -1.79758 0.02 0.87 -1.54 0.5804
H -1.50456 1.74213 0.92344 1.10 -0.18 1.28 -0.1557
H -2.48746 4.43538 -0.14793 0.03 -0.33 -0.80 0.3508
H -0.76246 3.96876 0.27611 -0.92 0.44 0.24 0.2619
H -2.12697 4.10676 1.45209 0.39 -0.28 0.06 0.4314
H -3.62732 2.24012 1.28126 0.34 0.04 -0.92 0.4173
C 0.56492 -3.50219 2.46496 4.97 0.50 1.07 -0.2140
O 0.19813 -4.74498 2.91387 -0.55 -1.35 0.62 -0.5587
H 1.41608 -3.50936 1.75007 0.04 -0.79 0.71 0.3005
H 0.95722 -2.87503 3.31211 -1.03 0.13 -0.94 0.3200
H -0.13239 -3.18709 1.81890 -3.18 2.36 -1.64 -0.1725
H -0.60330 -4.50596 3.38296 -0.24 -0.86 0.40 0.3335
C 2.32590 3.11648 -0.58416 0.53 -1.82 0.37 -0.3622
O 1.47373 2.98143 0.50939 -0.70 2.48 1.26 -0.5450
H 2.67737 4.14047 -0.63805 -0.04 0.05 -0.13 0.2944
H 1.71692 2.81323 -1.46073 1.10 0.23 -0.26 0.1635
H 3.16687 2.40985 -0.30298 -0.38 0.94 -1.39 0.1640
H 1.13899 2.11588 0.55126 -0.44 -1.82 0.27 0.2467